# 1
A molecular structure, C22H35MnN2P in a non-equilibrium geometry, computed with wB97M-V/def2-TZVPD.

Atoms and positions in Å:
C: -0.7498 -4.2293 -0.8164
C: -1.4178 -3.0875 -1.2408
C: -1.1167 -1.8021 -0.7473
C: -0.0061 -1.6746 0.1070
C: 0.5507 -2.8427 0.6676
C: 0.2361 -4.0999 0.1604
C: -2.0716 -0.7085 -1.1712
C: -2.2340 0.4902 -0.2139
N: -3.2971 0.3648 0.7359
Mn: 1.6261 -0.3967 0.2525
C: 1.4581 -2.7377 1.8685
P: 1.4421 -0.9849 2.4499
H: -2.2184 -3.1893 -1.9709
H: 0.7501 -4.9685 0.5695
H: -0.9960 -5.2170 -1.2084
H: 2.5045 -3.0004 1.6632
H: 1.1263 -3.3496 2.7142
H: -1.7911 -0.3103 -2.1602
H: -3.0782 -1.1221 -1.3497
H: -1.2655 0.7398 0.2732
C: 2.6628 -0.9025 3.8054
C: -0.2097 -0.8619 3.1944
H: -2.4790 1.4037 -0.8062
C: -3.7858 -0.8847 1.2117
C: -3.6902 1.5228 1.4657
H: 3.4195 -0.2677 -0.3056
H: -4.8842 -0.8307 1.2882
H: -3.5239 -1.7001 0.5356
H: -3.4030 -1.1450 2.2117
H: -4.7844 1.6312 1.4162
H: -3.4271 1.4647 2.5403
H: -3.2231 2.4060 1.0133
H: -0.3042 -1.4939 4.0877
H: -0.3885 0.1831 3.4687
H: -0.9800 -1.1530 2.4723
H: 2.5371 -1.7410 4.5169
H: 3.6796 -0.9419 3.3754
H: 2.5295 0.0557 4.3391
H: 3.2214 0.4258 -0.0423
C: 1.6611 2.0998 -4.2417
N: 1.7609 1.0231 -3.2992
C: 3.0921 0.6354 -2.9473
C: 0.6930 0.7945 -2.3549
C: 0.5951 1.7898 -1.2293
C: 0.0785 3.0614 -1.4706
C: 0.0667 4.0096 -0.4467
C: 0.5148 3.6521 0.8238
C: 0.9720 2.3578 1.0912
C: 1.0386 1.4370 0.0471
H: 2.3678 1.8934 -5.0618
H: 1.9333 3.0727 -3.7904
H: 0.6355 2.1770 -4.6304
H: 3.5463 1.3245 -2.2113
H: 3.1044 -0.3655 -2.4928
H: 3.7059 0.6508 -3.8603
H: -0.2467 0.8263 -2.9407
H: 0.8188 -0.2435 -1.9506
H: -0.2756 3.2935 -2.4733
H: -0.2917 5.0195 -0.6528
H: 0.5108 4.3828 1.6291
H: 1.2998 2.0634 2.0913

The charge is 0. As for the LUMO energy (spin up / spin down): 0.465 / -0.137 eV. Its spin multiplicity is 6. The calculation puts the HOMO energy (spin up / spin down) at -6.5 / -7.1 eV.

natural (NBO) atomic charge list, values in e, 4 entries: number 1, C, carries -0.22; number 2, C, carries -0.24; number 3, C, carries 0.08; number 4, C, carries -0.53

***

# 2
A molecular structure, C23H28Cl3N6OSTi in a non-equilibrium geometry, computed with wB97M-V/def2-TZVPD.

Atoms and positions in Å:
Ti: 0.0306 0.0774 -0.2277
C: -0.1062 2.7563 1.5509
N: -0.9170 1.5370 1.3748
C: -1.2514 1.0666 2.7258
C: -2.1633 1.8692 0.6554
C: -1.8054 2.3182 -0.7361
C: -2.5215 3.3114 -1.3863
C: -2.0872 3.7718 -2.6206
C: -0.9267 3.2514 -3.1738
C: -0.2393 2.2297 -2.5314
C: -0.6687 1.7249 -1.3011
H: -0.6587 3.5098 2.1251
H: 0.1602 3.1867 0.5882
H: 0.7958 2.4979 2.1033
H: -1.6710 1.8815 3.3260
H: -0.3491 0.7016 3.2174
H: -1.9912 0.2731 2.6793
H: -2.7171 2.6544 1.1860
H: -2.7961 0.9743 0.6251
H: -3.4019 3.7347 -0.9191
H: -2.6437 4.5415 -3.1364
H: -0.5552 3.6377 -4.1131
H: 0.6519 1.8300 -3.0031
C: -1.6684 -2.7453 2.7019
C: -0.8933 -2.2954 1.4986
O: -0.9805 -1.1283 1.0549
N: -0.1558 -3.2166 0.8902
C: 0.6005 -2.9217 -0.3303
C: -0.3245 -2.5460 -1.4650
C: -0.7369 -3.5056 -2.3696
C: -1.5999 -3.1587 -3.3974
C: -2.0533 -1.8492 -3.4592
C: -1.6171 -0.9439 -2.5172
N: -0.7449 -1.2636 -1.5415
H: -1.7634 -1.9423 3.4282
H: -1.2007 -3.6016 3.1810
H: -2.6706 -3.0322 2.3802
H: -0.0871 -4.1380 1.2900
H: 1.1852 -3.7970 -0.5958
H: 1.2985 -2.0992 -0.1440
H: -0.3762 -4.5195 -2.2760
H: -1.9179 -3.8926 -4.1227
H: -2.7306 -1.5266 -4.2358
H: -1.9624 0.0806 -2.5335
C: 3.3460 2.4357 0.3656
N: 4.0471 1.1728 0.3970
C: 5.3280 0.9303 -0.0451
C: 5.5524 -0.3937 0.0773
N: 4.4167 -0.9436 0.6092
C: 3.4905 0.0063 0.7858
S: 1.9767 -0.1670 1.5558
H: 3.9926 3.1972 -0.0611
H: 3.0637 2.7291 1.3765
H: 2.4425 2.3373 -0.2412
H: 5.9697 1.7178 -0.3910
H: 6.4115 -0.9830 -0.1797
H: 4.2417 -1.9342 0.6885
Cl: 3.1861 -2.5092 -1.9117
C: 2.9215 -0.0336 -3.4529
Cl: 2.3693 -0.7469 -4.9019
Cl: 4.4353 0.7681 -3.5020
C: 2.2194 -0.1047 -2.3227
N: 1.5051 0.1103 -1.3823

The charge is +1. As for the LUMO energy (spin up / spin down): -3.793 / -3.761 eV. Its spin multiplicity is 1. The calculation puts the HOMO energy (spin up / spin down) at -9.2 / -9.3 eV.

natural (NBO) atomic charge list, values in e, 4 entries: number 1, Ti, carries 1.65; number 2, C, carries -0.43; number 3, N, carries -0.47; number 4, C, carries -0.41

***

# 3
3 unconnected molecules or ions with the total composition C3H11N2S in a non-equilibrium geometry, computed with wB97M-V/def2-TZVPD.

Atoms and positions in Å:
N: -2.4426 2.0793 -3.8071
C: 0.5085 -1.2568 1.7508
C: 0.5504 -2.1970 2.7364
S: -0.6965 1.2327 -0.0651
C: 1.6358 -1.0284 0.7087
N: 2.1247 0.3856 0.6781
H: -2.9705 2.9130 -3.7384
H: -2.3373 1.8469 -4.7584
H: -3.1214 1.4250 -3.3839
H: -0.4499 -0.7214 1.5681
H: 1.3565 -3.0159 2.6660
H: -0.2306 -2.3827 3.4929
H: -1.3400 2.1079 -0.7472
H: 1.1215 -1.3689 -0.2231
H: 2.4853 -1.6666 0.9383
H: 2.5528 0.6217 1.5761
H: 1.2532 1.0255 0.6077

The charge is +1. As for the LUMO energy: -9.962 eV. Its spin multiplicity is 1. The calculation puts the HOMO energy at -13.4 eV.

natural (NBO) atomic charge list, values in e, 4 entries: number 1, N, carries -1.05; number 2, C, carries -0.20; number 3, C, carries -0.27; number 4, S, carries 0.26

***

# 4
A single C20H25NO3 molecule in a non-equilibrium geometry, computed with wB97M-V/def2-TZVPD.

Atoms and positions in Å:
C: -6.7569 1.0508 4.2599
O: -5.3832 0.7080 4.4071
C: -4.5765 0.6438 3.2771
C: -4.9882 1.2099 2.0401
C: -4.0964 1.1696 0.9467
C: -2.8668 0.5077 1.0390
C: -1.9614 0.5573 -0.0101
C: -0.6887 -0.0696 0.0637
C: 0.3094 -0.0075 -1.0922
O: -0.2401 0.6608 -2.2388
C: 0.7162 -1.3706 -1.6690
N: 1.7016 -1.1373 -2.7766
C: 1.9418 -2.2550 -3.7312
C: 2.9258 -0.3928 -2.2992
C: 3.7980 -1.2333 -1.3063
C: 4.3748 -0.4257 -0.1213
C: 4.8452 0.9401 -0.5535
C: 3.6422 1.7693 -1.0600
C: 2.4718 0.9501 -1.6633
O: 1.4799 0.7139 -0.6904
C: -0.3225 -0.6929 1.2708
C: -1.2003 -0.6819 2.3755
C: -2.4933 -0.1133 2.2578
C: -3.3491 -0.0008 3.3687
H: -7.2863 0.8825 5.2106
H: -6.8545 2.1099 4.0183
H: -7.2380 0.4841 3.4542
H: -5.9188 1.7664 1.9282
H: -4.4018 1.6462 -0.0187
H: -2.1860 1.0332 -0.9821
H: 0.3737 0.3934 -2.9861
H: -0.1283 -1.9066 -2.0924
H: 1.1517 -2.0127 -0.8994
H: 2.4148 -1.8433 -4.6474
H: 1.0019 -2.7568 -4.0595
H: 2.5609 -3.0616 -3.2821
H: 3.5365 -0.1558 -3.1629
H: 4.6039 -1.6971 -1.8873
H: 3.2652 -2.0849 -0.8720
H: 5.2395 -0.9688 0.2322
H: 3.6037 -0.3306 0.6408
H: 5.5334 0.8388 -1.4246
H: 5.3682 1.4248 0.2797
H: 3.2815 2.4211 -0.2697
H: 4.0270 2.4559 -1.8349
H: 2.0342 1.5614 -2.4728
H: 0.6474 -1.2034 1.3888
H: -0.8871 -1.0670 3.3398
H: -3.0262 -0.4298 4.3049

The charge is 0. As for the SMILES: COc1ccc2cc([C@]3(O)CN(C)[C@@H]4CCCC[C@@H]4O3)ccc2c1. As for the LUMO energy: 0.579 eV. Its spin multiplicity is 1. The calculation puts the HOMO energy at -7.7 eV.

natural (NBO) atomic charge list, values in e, 4 entries: number 1, C, carries -0.25; number 2, O, carries -0.51; number 3, C, carries 0.30; number 4, C, carries -0.30

***

# 5
A molecular structure, C16H28N5ORu, computed with wB97M-V/def2-TZVPD.

Atoms and positions in Å:
Ru: 0.0719 0.0889 -0.4299
C: 4.2768 -0.4062 -1.1722
C: 2.8665 -0.5415 -0.7175
N: 1.8533 0.1082 -1.3559
C: 2.0315 1.3064 -2.1723
C: 0.7518 1.5171 -2.9841
N: -0.4972 1.3118 -2.1618
C: -1.2628 2.5307 -1.8047
C: -0.6795 3.1814 -0.5600
N: -0.5671 2.1954 0.5289
C: -1.7869 1.9314 1.3373
C: -2.3659 0.5299 1.0552
N: -1.2785 -0.4228 0.9149
C: -0.9409 -1.3843 1.9789
C: -1.9082 -2.5712 1.8897
C: 0.4956 -1.8180 1.7122
C: 1.1761 -2.7783 2.4118
C: 2.5214 -3.0323 2.0718
C: 3.1498 -2.3367 1.0656
C: 2.4355 -1.3557 0.3581
N: 1.1188 -1.1336 0.7268
H: 4.6157 0.6291 -1.0877
H: 4.3783 -0.7004 -2.2197
H: 4.9498 -1.0196 -0.5803
H: 2.8703 1.1956 -2.8631
H: 2.2492 2.1801 -1.5452
H: 0.7196 0.7818 -3.7866
H: 0.7323 2.5085 -3.4371
H: -1.1056 0.7128 -2.7132
H: -2.2940 2.2223 -1.6205
H: -1.2790 3.2379 -2.6356
H: -1.2917 4.0371 -0.2663
H: 0.3237 3.5569 -0.7681
H: 0.1749 2.4905 1.1527
H: -2.5465 2.6915 1.1467
H: -1.5145 1.9979 2.3891
H: -2.9269 0.5407 0.1163
H: -3.0646 0.2438 1.8421
H: -1.8371 -3.0602 0.9186
H: -2.9345 -2.2391 2.0481
H: -1.6737 -3.3022 2.6624
H: 0.6991 -3.3228 3.2137
H: 3.0663 -3.7939 2.6130
H: 4.1763 -2.5519 0.8079
O: -0.6388 -1.6121 -2.1483
H: 0.1123 -2.0269 -2.5926
H: -1.3155 -2.2965 -2.0691
C: -1.0073 -0.7328 3.3669
H: -0.7133 -1.4625 4.1194
H: -2.0181 -0.4077 3.6113
H: -0.3211 0.1122 3.4383

The charge is +2. As for the LUMO energy (spin up / spin down): -5.706 / -8.371 eV. Its spin multiplicity is 6. The calculation puts the HOMO energy (spin up / spin down) at -12.4 / -15.1 eV.

natural (NBO) atomic charge list, values in e, 4 entries: number 1, Ru, carries 1.41; number 2, C, carries -0.68; number 3, C, carries 0.26; number 4, N, carries -0.58

***

The records above give, respectively, energy values of -2460.9544; -3925.0904; -628.0887; -1057.5528; -1069.7824 Eh.
The records above give, respectively, energy above the lowest of the compared OMol25 structures with the same formula, charge and spin values of 0.000; 0.602; 7.848; 3.290; 0.009 eV.